Record 1
Molecular formula: C38H31F5InN5O2STe2
Method: DFT, ωB97M-V/def2-TZVPD

Computed properties:
M = 1086.77 g/mol
HOMO (alpha / beta) = -4.56 / -5.85 eV
gap between HOMO and LUMO (alpha / beta) = 6.48 / 6.90 eV

```
! wB97M-V def2-TZVPD RIJCOSX def2/J DEFGRID3
* xyz -1 2
In 0.0395 0.0427 -0.0971
S 4.8344 -0.9117 1.4621
C 4.8842 0.8193 1.5527
C 5.9440 1.6518 1.8860
C 5.7118 3.0147 1.9322
C 4.4500 3.5366 1.6433
C 3.4013 2.7088 1.2977
C 3.6113 1.3343 1.2532
N 2.6552 0.3832 0.9712
C 3.1113 -0.8210 1.0731
C 2.3005 -2.0293 0.9600
C 2.8913 -3.2965 1.0366
C 2.1029 -4.4299 1.0607
C 0.7194 -4.3184 0.9971
C 0.1295 -3.0679 0.8628
C 0.9110 -1.9244 0.8678
H 6.9166 1.2376 2.1192
H 6.5214 3.6813 2.2019
H 4.2869 4.6056 1.6967
H 2.4174 3.0963 1.0819
H 3.9725 -3.3746 1.0831
H 2.5636 -5.4074 1.1279
H 0.1014 -5.2069 1.0356
H -0.9466 -2.9843 0.7863
C 7.8364 1.2571 -1.8742
C 6.3499 1.4541 -1.9845
C 5.7837 2.7184 -1.9551
C 4.4084 2.9087 -2.0401
C 3.8890 4.3194 -2.0036
C 3.5694 1.7908 -2.1592
Te 1.4486 2.0974 -2.2448
N -1.4516 3.3247 -0.1463
C -0.5237 3.0739 0.7490
O -0.2059 1.9682 1.3150
C 0.2302 4.2960 1.1586
C 0.8795 4.3040 2.3895
C 1.6622 5.3868 2.7592
C 1.8010 6.4673 1.8994
C 1.1459 6.4668 0.6751
C 0.3584 5.3882 0.3053
C 1.5871 3.0050 -4.1927
C 1.1434 4.3183 -4.3125
C 1.2077 4.9882 -5.5235
C 1.7226 4.3394 -6.6346
C 2.1360 3.0210 -6.5281
C 2.0688 2.3315 -5.3194
C 2.5050 0.8965 -5.2587
C 4.1237 0.5046 -2.1965
C 3.3147 -0.7574 -2.3557
C 5.5050 0.3625 -2.1110
H 8.3544 2.2132 -1.8071
H 8.2187 0.7139 -2.7400
H 8.0804 0.6713 -0.9852
H 6.4264 3.5862 -1.8524
H 4.6647 5.0046 -1.6610
H 3.0303 4.4025 -1.3359
H 3.5630 4.6339 -2.9966
H 0.7638 3.4446 3.0363
H 2.1726 5.3806 3.7141
H 2.4207 7.3098 2.1811
H 1.2526 7.3086 0.0022
H -0.1677 5.3720 -0.6390
H 0.7475 4.8225 -3.4385
H 0.8602 6.0107 -5.5990
H 1.7922 4.8543 -7.5845
H 2.5156 2.5062 -7.4030
H 2.5264 0.4548 -6.2545
H 1.8205 0.3237 -4.6319
H 3.5062 0.8267 -4.8287
H 2.2910 -0.6460 -2.0078
H 3.7776 -1.5755 -1.8029
H 3.2811 -1.0577 -3.4049
H 5.9291 -0.6363 -2.1405
F -1.2438 -0.0617 -2.8851
Te -1.6766 -1.7741 -2.1509
F -1.7463 -3.6661 -1.9749
F 0.2349 -2.0009 -2.0446
F -3.3885 -1.7506 -2.9475
F -1.2469 -2.2559 -3.9485
O -2.1247 -1.4142 -0.4934
N -6.6699 1.0967 -0.2932
C -5.6025 1.3098 -0.6826
N -4.4352 1.6159 -1.1931
C -3.3738 2.0563 -0.7464
N -2.2275 2.2795 -0.5101
*
```


Record 2
Molecular formula: C38H31NP2PdSSi
Method: DFT, ωB97M-V/def2-TZVPD

Computed properties:
energy relative to the best compared isomer or geometry (same formula, charge and spin) = 81.7 kJ/mol
M = 730.19 g/mol
HOMO = -7.31 eV
gap between HOMO and LUMO = 7.24 eV

```
! wB97M-V def2-TZVPD RIJCOSX def2/J DEFGRID3
* xyz 0 1
Pd -0.6729 -0.6479 1.2844
C -0.9612 -3.5963 -0.7393
Si -0.8377 -1.7659 -0.7131
C 0.7274 -1.2780 -1.6641
C 0.7930 -1.3727 -3.0567
C 1.9214 -0.9560 -3.7515
C 3.0169 -0.4548 -3.0590
C 2.9864 -0.3824 -1.6727
C 1.8507 -0.7952 -0.9829
P 1.6887 -0.7860 0.8374
C 3.0798 0.2411 1.4034
C 2.9569 1.6240 1.2523
C 3.9790 2.4698 1.6522
C 5.1292 1.9419 2.2268
C 5.2510 0.5715 2.3968
C 4.2306 -0.2790 1.9856
C 2.2093 -2.4943 1.2666
C 1.7936 -3.0197 2.4884
C 2.1285 -4.3173 2.8455
C 2.8685 -5.1105 1.9781
C 3.2838 -4.5976 0.7571
C 2.9597 -3.2936 0.4059
C -2.2638 -0.9987 -1.6631
C -2.9123 -1.6634 -2.7124
C -3.8540 -1.0083 -3.4902
C -4.1584 0.3281 -3.2392
C -3.5391 0.9930 -2.1953
C -2.6160 0.3215 -1.3951
P -1.8098 1.0626 0.0609
C -1.0164 2.5499 -0.6320
C -1.5752 3.8239 -0.5864
C -0.9296 4.8931 -1.1956
C 0.2770 4.7001 -1.8523
C 0.8396 3.4316 -1.9050
C 0.1980 2.3641 -1.2954
C -3.1905 1.6829 1.0750
C -2.9301 2.6125 2.0822
C -3.9219 2.9801 2.9772
C -5.1843 2.4082 2.8898
C -5.4447 1.4676 1.9058
C -4.4533 1.1036 1.0040
H -0.7440 -3.9302 -1.7596
H -1.9469 -3.9479 -0.4323
H -0.2232 -4.0338 -0.0630
H -0.0628 -1.7389 -3.6159
H 1.9426 -1.0099 -4.8330
H 3.8973 -0.1264 -3.5971
H 3.8470 -0.0051 -1.1320
H 2.0529 2.0413 0.8195
H 3.8745 3.5399 1.5257
H 5.9257 2.6009 2.5483
H 6.1429 0.1581 2.8500
H 4.3345 -1.3480 2.1192
H 1.1906 -2.4156 3.1574
H 1.7920 -4.7149 3.7945
H 3.1108 -6.1305 2.2486
H 3.8570 -5.2125 0.0748
H 3.2889 -2.9007 -0.5484
H -2.6749 -2.6998 -2.9283
H -4.3488 -1.5339 -4.2977
H -4.8883 0.8422 -3.8514
H -3.7904 2.0274 -1.9870
H -2.5180 3.9865 -0.0807
H -1.3744 5.8795 -1.1571
H 0.7766 5.5361 -2.3254
H 1.7801 3.2706 -2.4172
H 0.6398 1.3770 -1.3480
H -1.9401 3.0441 2.1794
H -3.7041 3.7007 3.7550
H -5.9571 2.6855 3.5950
H -6.4220 1.0067 1.8403
H -4.6674 0.3562 0.2507
S -1.5724 -0.3973 3.6431
C -1.7445 -1.8721 2.8662
N -1.7719 -2.7888 2.1322
*
```


Record 3
Molecular formula: C38H32AsF6N3O4PPtS5
Method: DFT, ωB97M-V/def2-TZVPD

Computed properties:
energy relative to the best compared isomer or geometry (same formula, charge and spin) = 14.3 kJ/mol
M = 1169.99 g/mol
HOMO = -10.32 eV
gap between HOMO and LUMO = 6.52 eV

```
! wB97M-V def2-TZVPD RIJCOSX def2/J DEFGRID3
* xyz 1 1
Pt -2.0201 0.5881 0.9687
F -0.8595 5.2777 1.4458
C -1.6072 4.3946 0.8070
F -0.8296 3.4725 0.2620
F -2.2704 5.0341 -0.1697
S -2.8190 3.6178 1.9875
O -3.2579 2.3558 1.3970
O -3.8742 4.5849 2.0894
N -1.9341 3.4718 3.2379
S -1.3947 2.1502 3.9059
O -1.7653 0.9340 3.1824
O -1.5722 2.1427 5.3110
C 0.4173 2.3226 3.6345
F 0.9007 3.3393 4.3236
F 0.6824 2.4997 2.3384
F 0.9899 1.1932 4.0415
S -3.5010 0.0359 -0.6379
C -2.9856 -0.1017 -2.3205
C -2.9680 -1.3608 -2.9161
C -2.6198 -1.5146 -4.2501
C -2.3042 -0.4038 -5.0182
C -2.3790 0.8650 -4.4608
C -2.7179 1.0172 -3.1197
S -2.6031 2.6691 -2.4942
H -3.2176 -2.2251 -2.3126
H -2.5988 -2.5046 -4.6864
H -2.0319 -0.5155 -6.0594
H -2.1841 1.7388 -5.0686
C 0.4161 -1.4529 1.8141
C 1.3446 -2.6176 1.4748
As 2.6637 -2.9582 2.9144
C 3.7724 -4.2329 1.9357
C 3.2500 -5.0824 0.9658
C 4.0630 -6.0161 0.3343
C 5.4046 -6.1107 0.6686
C 5.9315 -5.2731 1.6429
C 5.1192 -4.3447 2.2750
C 3.7251 -1.3524 2.5543
C 4.4390 -1.1671 1.3710
C 5.1406 0.0076 1.1497
C 5.1286 1.0186 2.1047
C 4.4256 0.8423 3.2865
C 3.7359 -0.3440 3.5121
P -0.5530 -0.9214 0.3650
C 0.6238 -0.1388 -0.7735
C 1.7272 0.5401 -0.2518
C 2.5744 1.2481 -1.0908
C 2.3324 1.2861 -2.4554
C 1.2418 0.6085 -2.9822
C 0.3895 -0.0974 -2.1484
C -1.1341 -2.4535 -0.3733
C -0.3968 -3.1215 -1.3480
C -0.8392 -4.3449 -1.8305
C -2.0054 -4.9088 -1.3322
C -2.7303 -4.2547 -0.3439
C -2.2984 -3.0279 0.1339
H 0.9563 -0.5826 2.1947
H -0.3015 -1.7326 2.5899
H 1.8952 -2.4469 0.5464
H 0.7448 -3.5198 1.3490
H 2.2031 -5.0322 0.6911
H 3.6441 -6.6723 -0.4180
H 6.0387 -6.8361 0.1761
H 6.9768 -5.3445 1.9141
H 5.5435 -3.6977 3.0348
H 4.4570 -1.9502 0.6211
H 5.7051 0.1328 0.2338
H 5.6807 1.9340 1.9333
H 4.4269 1.6184 4.0419
H 3.2089 -0.4857 4.4484
H 1.9470 0.5279 0.8079
H 3.4267 1.7640 -0.6694
H 2.9981 1.8339 -3.1097
H 1.0531 0.6238 -4.0481
H -0.4473 -0.6295 -2.5765
H 0.5204 -2.6950 -1.7323
H -0.2688 -4.8592 -2.5928
H -2.3481 -5.8636 -1.7093
H -3.6362 -4.6961 0.0495
H -2.8773 -2.5077 0.8872
S -4.3479 2.8612 -1.3992
C -4.6898 4.5379 -1.7345
N -5.1009 5.2230 -0.6340
C -5.4634 6.5162 -0.6930
C -5.3989 7.1617 -1.8956
C -4.9130 6.4217 -2.9766
N -4.5722 5.1434 -2.9024
H -4.9966 4.7818 0.2816
H -5.7591 6.9741 0.2401
H -5.6750 8.1997 -1.9919
H -4.7968 6.8871 -3.9487
*
```


Record 4
Molecular formula: C38H32BrCrN5O2
Method: DFT, ωB97M-V/def2-TZVPD

Computed properties:
M = 722.61 g/mol
HOMO (alpha / beta) = -9.68 / -9.73 eV
gap between HOMO and LUMO (alpha / beta) = 6.85 / 6.94 eV

```
! wB97M-V def2-TZVPD RIJCOSX def2/J DEFGRID3
* xyz 1 2
Cr 0.0023 -0.3714 0.3466
Br -0.7927 -2.3683 3.2326
C -2.3898 -1.3376 3.2035
C -3.1269 -1.4357 4.3498
C -4.3925 -0.8296 4.4421
C -4.8975 -0.1995 3.3493
C -4.1486 -0.0976 2.1504
C -4.7736 0.4964 1.0267
C -4.1021 0.6004 -0.1470
C -2.7456 0.2141 -0.1975
C -2.0422 -0.3477 0.8508
C -2.8143 -0.6025 2.0505
H -2.7409 -2.0098 5.1796
H -4.9608 -0.9065 5.3584
H -5.8912 0.2295 3.3677
H -5.7935 0.8455 1.1257
H -4.5759 1.0237 -1.0238
H -2.2340 0.4309 -1.1288
O 0.1641 5.8941 -2.7063
C 0.1176 5.7983 -1.2974
C -0.0094 4.3523 -0.9104
C -0.4111 3.9893 0.3662
C -0.4565 2.6535 0.7119
N -0.1448 1.6728 -0.1383
C 0.1593 2.0187 -1.3999
C 0.2610 3.3361 -1.8135
C 0.2273 0.8849 -2.3476
C 0.4804 1.0453 -3.7026
C 0.3659 -0.0420 -4.5512
C 0.6422 0.0753 -6.0240
O 0.8852 1.4267 -6.3429
C -0.0211 -1.2601 -4.0026
C -0.2128 -1.3514 -2.6414
N -0.0692 -0.3098 -1.8140
H 0.2768 6.8166 -2.9556
H -0.7262 6.3574 -0.8796
H 1.0354 6.1947 -0.8457
H -0.6889 4.7331 1.1011
H -0.7531 2.3485 1.7030
H 0.5075 3.5871 -2.8325
H 0.7410 2.0072 -4.1128
H -0.2169 -0.3245 -6.5746
H 1.5092 -0.5525 -6.2626
H 1.0670 1.5034 -7.2845
H -0.1627 -2.1362 -4.6216
H -0.4744 -2.2954 -2.1875
C 4.1432 -1.0011 -1.4176
C 4.9619 -0.4650 -0.4314
C 4.3801 0.1001 0.6798
C 2.9876 0.1326 0.7960
N 2.1953 -0.3771 -0.1664
C 2.7800 -0.9331 -1.2382
C 2.2778 0.6410 1.9717
C 2.9479 1.3018 3.0056
C 2.2558 1.7256 4.1219
C 0.8884 1.4843 4.1989
C 0.2283 0.8514 3.1582
C 0.8979 0.4053 2.0129
H 4.5498 -1.4645 -2.3044
H 6.0388 -0.5027 -0.5257
H 4.9947 0.4981 1.4719
H 2.1234 -1.3581 -1.9811
H 4.0098 1.4982 2.9389
H 2.7705 2.2416 4.9204
H 0.3305 1.8017 5.0709
H -0.8414 0.7120 3.2491
N 0.3430 -6.5973 0.7213
C 0.2935 -5.2518 0.6017
C 1.4021 -4.4474 0.9075
C 1.3095 -3.0876 0.7571
N 0.2042 -2.4573 0.3296
C -0.8631 -3.2290 0.0582
C -0.8643 -4.5964 0.1571
H 1.1349 -7.0407 1.1517
H -0.4896 -7.1481 0.6137
H 2.3217 -4.8840 1.2712
H 2.1487 -2.4577 1.0187
H -1.7692 -2.7026 -0.2178
H -1.7648 -5.1497 -0.0708
*
```


Record 5
Molecular formula: C38H32ClIrN7O3
Method: DFT, ωB97M-V/def2-TZVPD

Computed properties:
energy relative to the best compared isomer or geometry (same formula, charge and spin) = 0.0 kJ/mol
M = 862.39 g/mol
HOMO = -10.06 eV
gap between HOMO and LUMO = 6.83 eV

```
! wB97M-V def2-TZVPD RIJCOSX def2/J DEFGRID3
* xyz 1 1
Ir 0.0759 0.4554 0.4235
C 6.0052 -6.7890 10.3438
O 6.4608 -5.5861 9.7425
C 5.7101 -5.0409 8.7658
C 6.2024 -3.8577 8.2070
C 5.5082 -3.2242 7.2044
C 4.3028 -3.7511 6.7282
C 3.8223 -4.9267 7.2898
C 4.5116 -5.5771 8.3024
C 3.5967 -3.0456 5.6617
N 4.0025 -1.9314 5.0916
C 3.0503 -1.6331 4.1616
C 2.0436 -2.5775 4.1595
N 2.4085 -3.4770 5.1289
C 0.9123 -2.5159 3.2944
C -0.1646 -3.4150 3.2381
C -1.1862 -3.1934 2.3485
C -1.1421 -2.0820 1.5038
N -0.1278 -1.2355 1.5371
C 0.8839 -1.4242 2.4157
C 1.9196 -0.4286 2.4097
N 1.7678 0.5958 1.5315
C 2.6727 1.5598 1.5044
C 3.7939 1.5435 2.3378
C 3.9708 0.5114 3.2253
C 3.0108 -0.5084 3.2763
H 6.7480 -7.0494 11.0910
H 5.9329 -7.5934 9.6086
H 5.0377 -6.6439 10.8295
H 7.1347 -3.4586 8.5823
H 5.8876 -2.3089 6.7720
H 2.8928 -5.3714 6.9532
H 4.1093 -6.4890 8.7169
H 1.9120 -4.3049 5.4058
H -0.1960 -4.2752 3.8943
H -2.0321 -3.8627 2.2914
H -1.9291 -1.8609 0.7963
H 2.4960 2.3677 0.8087
H 4.5032 2.3557 2.2716
H 4.8240 0.4681 3.8887
N 0.9849 2.1181 -1.8720
C 1.0646 3.3391 -2.4236
C 0.4664 4.2201 -1.5513
C 0.0374 3.4372 -0.4738
N 0.3621 2.1666 -0.6820
H 1.3096 1.2228 -2.2104
H 1.5307 3.4855 -3.3827
H 0.3457 5.2807 -1.6777
H -0.4890 3.7046 0.4273
C -7.7450 -2.9641 -3.3076
C -6.9212 -1.7043 -3.3176
C -7.5130 -0.4987 -3.6779
C -6.7881 0.6820 -3.7004
C -5.4432 0.6605 -3.3794
C -4.8402 -0.5365 -3.0167
N -3.4551 -0.5163 -2.6727
C -2.4821 -1.1412 -3.3851
C -2.7823 -1.7378 -4.6291
C -1.8140 -2.3786 -5.3595
C -0.4898 -2.4668 -4.9082
C -0.1697 -1.8822 -3.7125
C -1.1385 -1.2165 -2.9366
C -0.7006 -0.6171 -1.6972
O 0.5395 -0.6115 -1.3363
O -1.4894 -0.0288 -0.8709
C -5.5656 -1.7296 -2.9630
C -4.9036 -3.0118 -2.5392
H -8.7413 -2.7732 -3.7019
H -7.8598 -3.3618 -2.2969
H -7.2872 -3.7486 -3.9126
H -8.5624 -0.4892 -3.9457
H -7.2669 1.6110 -3.9793
H -4.8452 1.5623 -3.4128
H -3.1819 -0.0503 -1.8219
H -3.7945 -1.6725 -5.0040
H -2.0848 -2.8199 -6.3104
H 0.2588 -2.9822 -5.4922
H 0.8411 -1.9264 -3.3297
H -4.4851 -3.5564 -3.3900
H -5.6115 -3.6739 -2.0449
H -4.0822 -2.8146 -1.8502
Cl -0.9659 1.6261 2.1306
*
```


Record 6
Molecular formula: C38H32F5P2Yb
Method: DFT, ωB97M-V/def2-TZVPD

Computed properties:
energy relative to the best compared isomer or geometry (same formula, charge and spin) = 0.0 kJ/mol
M = 818.65 g/mol
HOMO (alpha / beta) = -14.29 / -14.29 eV
gap between HOMO and LUMO (alpha / beta) = 7.39 / 5.88 eV

```
! wB97M-V def2-TZVPD RIJCOSX def2/J DEFGRID3
* xyz 2 2
C 0.8268 -1.9565 -1.5593
C 1.5790 -0.8037 -1.2832
C 2.8774 -0.9555 -0.7412
C 3.4375 -2.2237 -0.6053
C 2.7563 -3.3704 -1.0066
C 1.4403 -3.1951 -1.4763
P 0.7498 0.7988 -1.4416
C 2.1773 1.9237 -1.6970
C 2.6587 2.6642 -0.6103
C 3.7423 3.5258 -0.7606
C 4.3609 3.6560 -2.0058
C 3.9275 2.8786 -3.0701
C 2.8367 2.0212 -2.9218
Yb -0.1541 2.0617 0.8515
P -0.9693 -0.4439 1.5751
C 0.5151 -1.2735 2.2264
C 0.7157 -2.6608 2.1634
C 1.8992 -3.2183 2.6482
C 2.9391 -2.4250 3.1426
C 2.7642 -1.0392 3.1411
C 1.5829 -0.4672 2.6794
C -1.8241 0.2806 3.0355
C -2.9122 1.1650 2.8164
C -3.5318 1.8486 3.8672
C -3.1166 1.6178 5.1834
C -2.0560 0.7431 5.4252
C -1.4197 0.0932 4.3687
C -2.1371 -1.6236 0.8860
C -2.6562 -1.4597 -0.4219
C -3.5716 -2.3842 -0.9329
C -4.0020 -3.4824 -0.1749
C -3.4941 -3.6123 1.1215
C -2.5922 -2.6945 1.6531
C -0.1353 0.7784 -3.0373
C 0.2250 -0.0489 -4.1045
C -0.5144 -0.0357 -5.2862
C -1.6155 0.8063 -5.4524
C -1.9638 1.6507 -4.3948
C -1.2429 1.6492 -3.1996
H -3.2738 1.3483 1.7985
H -4.3416 2.5593 3.6604
H -3.6225 2.1259 6.0061
H -1.7134 0.5962 6.4486
H -0.5699 -0.5531 4.5665
H -0.0302 -3.3061 1.6999
H 2.0275 -4.2973 2.6258
H 3.8762 -2.8880 3.5182
H 3.5807 -0.4072 3.4918
H 1.5266 0.6283 2.6713
H -2.3567 -0.6164 -1.0591
H -3.9767 -2.2587 -1.9445
H -4.7181 -4.2142 -0.5950
H -3.8358 -4.4472 1.7200
H -2.2456 -2.8226 2.6743
H 1.0773 -0.7244 -4.0022
H -0.2210 -0.6904 -6.0959
H -2.1811 0.8121 -6.3864
H -2.8209 2.3140 -4.5091
H -1.5594 2.3294 -2.3978
H 2.2567 2.5521 0.4261
H 4.1120 4.0825 0.1035
H 5.1935 4.3486 -2.1314
H 4.4262 2.9427 -4.0272
H 2.4796 1.4292 -3.7568
H 3.4224 -0.0696 -0.4021
H 4.4181 -2.3156 -0.1495
H 3.2376 -4.3715 -0.9058
H 0.7386 -3.9727 -1.7751
H -0.2473 -1.9449 -1.8392
H 1.3175 -5.3306 0.1404
H 0.7962 -5.0109 -0.3096
F -2.6811 4.1437 1.4453
C -2.1100 3.7184 0.2569
F -3.0910 3.6903 -0.6926
C -1.0652 4.7250 -0.1380
F -1.3182 5.9831 0.2761
F 0.2005 4.4157 0.4665
F -0.8100 4.7076 -1.4802
*
```